(1)
{
  "formula": "C7H7N",
  "method": "ωB97M-V/def2-TZVPD",
  "e_tot_ev": -8859.365,
  "gap_ev": 10.08,
  "mol_weight_g_mol": 105.140,
  "fmax_ev_per_a": 5.75,
  "smiles": "c1cc2c(cn1)CC2",
  "symbols": ["C", "C", "C", "C", "C", "N", "C", "C", "H", "H", "H", "H", "H", "H", "H"],
  "xyz": [[-2.34, -0.49, -0.09], [-1.23, -1.28, -0.02], [0.16, -0.74, -0.12], [0.18, 0.59, -0.22], [-0.99, 1.46, 0.02], [-2.16, 0.86, 0.08], [1.70, 0.76, -0.06], [1.71, -0.78, 0.13], [-3.26, -0.92, 0.01], [-1.53, -2.25, 0.00], [-0.83, 2.54, 0.11], [2.06, 1.41, 0.87], [2.29, 1.03, -1.04], [2.15, -1.14, 1.13], [2.09, -1.07, -0.80]]
}


(2)
{
  "formula": "C7H7N",
  "method": "ωB97M-V/def2-TZVPD",
  "e_tot_ev": -8858.237,
  "gap_ev": 9.34,
  "mol_weight_g_mol": 105.140,
  "fmax_ev_per_a": 7.81,
  "symbols": ["C", "C", "C", "C", "C", "C", "C", "H", "H", "H", "H", "H", "H", "H", "N"],
  "xyz": [[-1.99, 0.55, -0.17], [-0.34, 0.05, 0.86], [1.04, 0.16, 1.28], [1.94, -0.37, 0.41], [1.63, -0.86, -0.97], [0.30, -0.70, -1.39], [-0.66, -0.36, -0.44], [-2.68, -0.30, 0.08], [-2.34, 1.27, -0.82], [-2.11, 1.13, 1.73], [1.41, 1.10, 1.93], [3.02, -0.68, 0.43], [2.30, -1.38, -1.48], [-0.18, -0.68, -2.48], [-1.34, 1.08, 1.03]]
}


(3)
{
  "formula": "C7H7N",
  "method": "ωB97M-V/def2-TZVPD",
  "e_tot_ev": -8859.974,
  "gap_ev": 9.96,
  "mol_weight_g_mol": 105.140,
  "fmax_ev_per_a": 2.76,
  "smiles": "C=C/C=C\\C(=C)C#N",
  "symbols": ["C", "C", "C", "C", "C", "C", "C", "N", "H", "H", "H", "H", "H", "H", "H"],
  "xyz": [[2.74, 0.66, 0.04], [2.09, -0.38, 0.60], [1.17, -1.22, -0.18], [-0.06, -0.90, -0.53], [-0.83, 0.34, -0.24], [-0.52, 1.62, -0.20], [-2.18, -0.04, 0.10], [-3.26, -0.34, 0.46], [3.43, 1.25, 0.59], [2.60, 0.95, -0.99], [2.35, -0.76, 1.57], [1.43, -2.26, -0.44], [-0.66, -1.61, -1.05], [-1.23, 2.29, 0.18], [0.42, 2.07, -0.56]]
}


(4)
{
  "formula": "C7H7N",
  "method": "ωB97M-V/def2-TZVPD",
  "e_tot_ev": -8859.101,
  "gap_ev": 9.83,
  "mol_weight_g_mol": 105.140,
  "fmax_ev_per_a": 1.95,
  "smiles": "c1ccncc1.C#C",
  "symbols": ["C", "C", "C", "N", "C", "C", "H", "H", "H", "H", "H", "C", "C", "H", "H"],
  "xyz": [[-0.70, 1.23, -0.23], [0.08, 0.94, 0.90], [0.01, -0.38, 1.33], [-0.71, -1.33, 0.77], [-1.51, -1.01, -0.25], [-1.50, 0.26, -0.79], [-0.74, 2.28, -0.66], [0.72, 1.72, 1.34], [0.59, -0.68, 2.20], [-1.99, -1.85, -0.71], [-2.09, 0.40, -1.71], [2.00, 0.17, -0.35], [1.91, -0.97, -0.75], [2.03, 1.20, -0.01], [1.90, -2.00, -1.08]]
}


(5)
{
  "formula": "C7H7N",
  "method": "ωB97M-V/def2-TZVPD",
  "e_tot_ev": -8858.777,
  "gap_ev": 10.13,
  "mol_weight_g_mol": 105.140,
  "fmax_ev_per_a": 6.00,
  "symbols": ["C", "C", "C", "C", "C", "C", "C", "H", "H", "H", "H", "H", "H", "H", "N"],
  "xyz": [[2.15, 0.25, 0.04], [0.74, 0.24, -0.02], [0.12, -0.79, -0.96], [-1.08, -0.54, -0.05], [-0.10, -0.53, 1.11], [-1.37, 0.86, -0.21], [-0.18, 1.55, 0.04], [0.69, -1.79, -0.81], [-0.04, -0.66, -2.07], [-1.92, -1.16, 0.16], [0.31, -1.57, 1.24], [-0.48, -0.18, 2.04], [-2.31, 1.41, -0.37], [0.17, 2.66, -0.10], [3.29, 0.25, -0.03]]
}


(6)
{
  "formula": "C7H7N",
  "method": "ωB97M-V/def2-TZVPD",
  "e_tot_ev": -8858.201,
  "gap_ev": 10.19,
  "mol_weight_g_mol": 105.140,
  "fmax_ev_per_a": 8.40,
  "smiles": "c1ccncc1.C#C",
  "symbols": ["C", "C", "C", "N", "C", "C", "H", "H", "H", "H", "H", "C", "C", "H", "H"],
  "xyz": [[-1.78, 1.17, 0.22], [-2.63, -0.01, 0.05], [-1.90, -1.11, -0.08], [-0.67, -1.42, -0.26], [0.05, -0.36, -0.48], [-0.47, 0.94, -0.23], [-2.01, 2.19, 0.42], [-3.54, -0.07, 0.51], [-2.37, -2.12, 0.26], [1.11, -0.41, -0.78], [0.31, 1.74, -0.12], [3.59, 0.24, -0.32], [3.32, -0.45, 0.58], [3.65, 0.69, -1.35], [3.33, -1.02, 1.56]]
}


(7)
{
  "formula": "C7H7N2O3",
  "method": "ωB97M-V/def2-TZVPD",
  "e_tot_ev": -16493.156,
  "gap_ev": 6.66,
  "mol_weight_g_mol": 167.144,
  "fmax_ev_per_a": 4.66,
  "charge": -1,
  "symbols": ["C", "C", "C", "C", "C", "C", "C", "N", "N", "O", "O", "O", "H", "H", "H", "H", "H", "H", "H"],
  "xyz": [[-2.93, 1.15, -0.33], [-1.77, 1.07, -1.02], [-1.35, 0.37, 0.98], [3.45, 1.13, 0.18], [1.71, -0.84, -0.70], [1.62, -0.90, 0.83], [2.63, -0.01, 0.18], [-2.80, 0.58, 0.86], [-0.78, 0.61, -0.17], [4.11, 0.02, -0.06], [-0.96, -0.14, 2.05], [3.66, 2.25, 0.36], [-3.95, 1.39, -0.66], [-1.50, 1.32, -2.02], [2.43, -1.50, -1.17], [0.73, -0.37, -1.21], [0.86, -0.32, 1.33], [1.83, -1.85, 1.38], [-3.30, 0.89, 1.68]]
}


(8)
{
  "formula": "C7H7N3O",
  "method": "ωB97M-V/def2-TZVPD",
  "e_tot_ev": -13883.950,
  "gap_ev": 8.31,
  "mol_weight_g_mol": 149.153,
  "fmax_ev_per_a": 5.21,
  "symbols": ["C", "C", "C", "C", "C", "C", "C", "N", "N", "N", "O", "H", "H", "H", "H", "H", "H", "H"],
  "xyz": [[0.64, 1.40, -0.49], [-0.28, 0.87, -1.48], [0.59, 1.11, 0.85], [-1.51, 0.44, -0.78], [-0.40, 0.11, 1.25], [-0.18, -0.72, 2.35], [0.52, -1.55, -1.17], [-1.48, 0.04, 0.43], [0.87, -1.83, -0.10], [0.27, -0.55, -1.96], [0.97, -2.38, 0.97], [1.34, 2.30, -0.62], [-0.28, 1.45, -2.44], [1.25, 1.48, 1.62], [-2.43, 0.37, -1.18], [-0.98, -1.24, 2.83], [0.73, -0.73, 2.91], [0.37, -0.57, -2.98]]
}


(9)
{
  "formula": "C7H7N5OS",
  "method": "ωB97M-V/def2-TZVPD",
  "e_tot_ev": -27702.442,
  "gap_ev": 8.40,
  "mol_weight_g_mol": 209.234,
  "fmax_ev_per_a": 5.15,
  "smiles": "C[C@H]1CSc2nc3nnnc-3c(O)n21",
  "symbols": ["C", "C", "C", "S", "C", "N", "C", "N", "N", "N", "C", "C", "O", "N", "H", "H", "H", "H", "H", "H", "H"],
  "xyz": [[-0.60, 1.80, -1.56], [0.62, 1.09, -0.99], [1.71, 1.95, -0.25], [1.03, 2.12, 1.42], [0.32, 0.50, 1.43], [-0.11, -0.27, 2.44], [-0.58, -1.47, 2.14], [-1.16, -2.34, 2.97], [-1.20, -3.43, 2.07], [-1.10, -3.26, 0.80], [-0.51, -2.01, 0.79], [-0.10, -1.20, -0.26], [-0.43, -1.67, -1.57], [0.16, 0.12, 0.06], [-1.29, 1.03, -2.08], [-0.33, 2.45, -2.39], [-1.00, 2.39, -0.74], [1.14, 0.51, -1.76], [2.52, 1.15, -0.21], [2.03, 2.96, -0.73], [-1.12, -2.40, -1.57]]
}


(10)
{
  "formula": "C7H7NO",
  "method": "ωB97M-V/def2-TZVPD",
  "e_tot_ev": -10907.530,
  "gap_ev": 9.58,
  "mol_weight_g_mol": 121.139,
  "fmax_ev_per_a": 4.61,
  "smiles": "CC(=O)/C=C\\C=C/C#N",
  "symbols": ["C", "C", "O", "C", "C", "C", "C", "C", "N", "H", "H", "H", "H", "H", "H", "H"],
  "xyz": [[-2.46, 1.08, 0.60], [-1.31, 0.10, 0.43], [-0.81, -0.50, 1.36], [-0.72, 0.14, -0.89], [0.47, -0.44, -1.11], [1.30, -1.26, -0.20], [2.37, -0.92, 0.52], [2.82, 0.41, 0.31], [3.25, 1.42, -0.01], [-2.30, 2.07, 0.08], [-2.72, 1.27, 1.63], [-3.49, 0.58, 0.25], [-1.21, 0.53, -1.65], [0.94, -0.44, -2.07], [1.01, -2.29, -0.30], [2.87, -1.77, 1.07]]
}


(11)
{
  "formula": "C7H7NO",
  "method": "ωB97M-V/def2-TZVPD",
  "e_tot_ev": -10903.024,
  "gap_ev": 8.08,
  "mol_weight_g_mol": 121.139,
  "fmax_ev_per_a": 1.76,
  "symbols": ["C", "C", "C", "C", "C", "C", "C", "N", "O", "H", "H", "H", "H", "H", "H", "H"],
  "xyz": [[-2.33, -0.39, 0.40], [-1.80, -0.85, -0.73], [-0.78, 1.50, 0.41], [-0.20, 1.12, -0.73], [-1.20, 0.25, 1.07], [-0.39, -0.36, -0.59], [1.65, -0.73, 0.61], [0.33, -1.08, 0.19], [2.32, 0.27, -0.10], [-3.31, -0.51, 0.83], [-2.16, -1.51, -1.50], [-0.89, 2.47, 0.85], [0.34, 1.65, -1.49], [1.57, -0.37, 1.65], [2.22, -1.67, 0.62], [2.48, -0.04, -1.00]]
}


(12)
{
  "formula": "C7H7NO3",
  "method": "ωB97M-V/def2-TZVPD",
  "e_tot_ev": -15000.571,
  "gap_ev": 9.26,
  "mol_weight_g_mol": 153.137,
  "fmax_ev_per_a": 4.55,
  "smiles": "Cc1cccc([N+](=O)[O-])c1O",
  "symbols": ["C", "C", "C", "C", "C", "C", "N", "O", "O", "C", "O", "H", "H", "H", "H", "H", "H", "H"],
  "xyz": [[2.23, -1.16, 0.10], [1.07, -0.22, 0.18], [1.23, 1.09, 0.18], [0.20, 1.97, 0.09], [-1.13, 1.58, 0.07], [-1.34, 0.19, 0.09], [-2.75, -0.26, 0.14], [-3.53, 0.47, -0.43], [-3.13, -1.27, 0.69], [-0.30, -0.64, 0.01], [-0.62, -1.97, -0.31], [2.39, -1.78, 1.11], [3.11, -0.54, -0.24], [2.01, -1.80, -0.82], [2.17, 1.50, 0.16], [0.23, 3.01, -0.04], [-2.05, 2.27, -0.13], [0.21, -2.46, -0.85]]
}